Molecular formula: CO3S3
Method: DFT, ωB97M-V/def2-TZVPD

Cartesian coordinates (Å):
1 O 0.45195 -1.37835 -1.18642
2 S -0.70565 -1.30102 -0.35312
3 O -1.94894 -0.89507 -0.91738
4 S -0.64459 -2.04615 1.40891
5 O -0.06648 0.85778 0.29177
6 C 0.88534 1.46782 0.58569
7 S 2.12004 2.26568 1.01214

The value obtained for the lowest unoccupied orbital energy is -0.92 eV. The calculation puts the frontier orbital gap at 0.340 Eh. For the energy relative to the best compared isomer or geometry (same formula, charge and spin), the calculation gives 13.2 kJ/mol. The highest occupied orbital energy is -10.174 eV. As for the molar mass: 156.2 Da. Its SMILES is O=S(=O)=S.O=C=S.